a | {
  "formula": "C3H11N2",
  "method": "ωB97M-V with the def2-TZVPD basis set",
  "species": ["N", "N", "C", "C", "C", "H", "H", "H", "H", "H", "H", "H", "H", "H", "H", "H"],
  "positions_angstrom": [[-1.133, 0.770, 1.478], [-0.181, -0.218, -0.816], [1.106, 0.337, -1.261], [-0.119, -1.739, -1.005], [-0.402, 1.252, 2.403], [-2.050, 0.561, 1.876], [-1.073, 0.053, -1.232], [-1.106, -2.174, -0.960], [1.910, -0.008, -0.608], [0.684, 1.247, 2.304], [-0.366, 0.378, 0.121], [0.576, -2.082, -0.247], [1.219, 1.412, -1.049], [-0.791, 1.772, 3.283], [1.352, 0.269, -2.317], [0.373, -1.828, -1.970]],
  "gap_ev": 11.76,
  "mol_weight_da": 75.1,
  "e_homo_ha": -0.551,
  "charge": 1
}

=====

b | {
  "formula": "C3H11N2",
  "method": "ωB97M-V with the def2-TZVPD basis set",
  "species": ["N", "N", "C", "C", "C", "H", "H", "H", "H", "H", "H", "H", "H", "H", "H", "H"],
  "positions_angstrom": [[1.567, -0.648, -0.831], [-0.425, 0.800, 0.222], [-0.474, 1.417, 1.566], [-1.500, -0.234, -0.026], [1.612, -1.803, -1.360], [-0.391, 1.461, -0.543], [0.299, 2.189, 1.595], [-1.648, -0.227, -1.104], [2.180, -2.125, -2.229], [-2.384, 0.094, 0.506], [1.009, -2.559, -0.858], [-0.152, 0.705, 2.324], [0.555, 0.312, 0.090], [-1.456, 1.846, 1.739], [2.244, -0.040, -1.303], [-1.037, -1.187, 0.211]],
  "gap_ev": 12.24,
  "mol_weight_da": 75.1,
  "e_homo_ha": -0.561,
  "charge": 1
}

=====

Least stable: a

=====

a | {
  "formula": "C3H11N2",
  "method": "ωB97M-V with the def2-TZVPD basis set",
  "species": ["N", "N", "C", "C", "C", "H", "H", "H", "H", "H", "H", "H", "H", "H", "H", "H"],
  "positions_angstrom": [[-0.809, -0.508, 1.520], [0.372, 0.824, -0.460], [-0.168, -0.470, -0.820], [1.827, 1.008, -0.491], [-1.298, -0.853, 0.161], [2.274, 0.766, -1.453], [2.018, 2.047, -0.263], [-1.546, -1.913, 0.069], [0.629, -1.191, -0.667], [-0.547, -0.542, -1.841], [2.296, 0.340, 0.223], [-2.209, -0.281, -0.007], [-0.119, 1.595, -0.911], [-0.239, 0.361, 1.303], [-1.565, -0.311, 2.167], [-0.207, -1.208, 1.944]],
  "gap_ev": 10.36,
  "mol_weight_da": 75.1,
  "e_homo_ha": -0.505,
  "charge": 1
}

=====

b | {
  "formula": "C3H11N2",
  "method": "ωB97M-V with the def2-TZVPD basis set",
  "species": ["N", "N", "C", "C", "C", "H", "H", "H", "H", "H", "H", "H", "H", "H", "H", "H"],
  "positions_angstrom": [[1.991, 0.954, -0.696], [1.071, 1.096, -2.810], [-1.734, -0.837, 1.122], [-1.649, -1.332, 2.559], [2.045, 1.301, -1.971], [-0.742, -0.999, 0.676], [-2.609, -1.315, 3.070], [1.133, 1.516, -3.725], [-0.921, -0.809, 3.169], [2.567, 1.501, -0.076], [-2.447, -1.393, 0.525], [0.202, 0.670, -2.517], [1.371, 0.212, -0.412], [-1.904, 0.228, 0.990], [-1.366, -2.385, 2.528], [2.991, 1.590, -2.431]],
  "gap_ev": 10.03,
  "mol_weight_da": 75.1,
  "e_homo_ha": -0.533,
  "charge": 1
}

=====

Least stable: b

=====

a | {
  "formula": "C3H11N2",
  "method": "ωB97M-V with the def2-TZVPD basis set",
  "species": ["N", "N", "C", "C", "C", "H", "H", "H", "H", "H", "H", "H", "H", "H", "H", "H"],
  "positions_angstrom": [[-1.578, -0.151, 1.546], [-0.160, 0.619, -1.642], [1.550, -0.041, 0.066], [-0.694, -0.730, 0.571], [0.083, 0.442, -0.093], [-0.602, 1.522, -1.826], [0.714, 0.624, -2.169], [2.243, 0.669, -0.436], [-1.320, -1.302, -0.133], [-1.156, 0.321, 2.334], [-2.198, -0.851, 1.941], [1.889, -0.123, 1.108], [-0.691, -0.151, -2.060], [1.941, -0.932, -0.434], [-0.062, 1.480, 0.213], [0.040, -1.397, 1.014]],
  "gap_ev": 9.73,
  "mol_weight_da": 75.1,
  "e_homo_ha": -0.491,
  "charge": 1
}

=====

b | {
  "formula": "C3H11N2",
  "method": "ωB97M-V with the def2-TZVPD basis set",
  "species": ["N", "N", "C", "C", "C", "H", "H", "H", "H", "H", "H", "H", "H", "H", "H", "H"],
  "positions_angstrom": [[0.813, 1.509, 1.365], [-0.829, 0.040, -0.745], [1.124, 0.486, 2.057], [-1.574, -1.232, -0.706], [0.547, -0.086, -1.315], [1.433, 2.233, 1.029], [-0.877, -2.092, -0.829], [0.408, -0.387, 2.042], [-2.434, -1.262, -1.381], [-1.388, 0.755, -1.180], [1.325, 0.120, -0.595], [-0.190, 1.608, 1.131], [0.703, 0.561, -2.192], [-1.853, -1.479, 0.321], [0.767, -1.097, -1.631], [2.025, 0.321, 2.628]],
  "gap_ev": 7.08,
  "mol_weight_da": 75.1,
  "e_homo_ha": -0.470,
  "charge": 1
}

=====

c | {
  "formula": "C3H11N2",
  "method": "ωB97M-V with the def2-TZVPD basis set",
  "species": ["N", "N", "C", "C", "C", "H", "H", "H", "H", "H", "H", "H", "H", "H", "H", "H"],
  "positions_angstrom": [[-0.418, -1.102, -3.467], [0.076, 0.861, -2.305], [0.711, -0.015, 3.239], [-0.581, 0.298, 2.515], [0.394, -0.102, -3.155], [-1.412, -1.033, -3.621], [-1.137, -0.624, 2.372], [1.443, -0.202, -3.449], [-0.919, 1.049, -2.231], [-0.606, 1.121, 1.814], [0.530, 1.015, -1.414], [1.277, 0.924, 3.312], [1.310, -0.828, 2.809], [-1.250, 0.705, 3.297], [0.097, -1.799, -3.990], [0.485, -0.267, 4.274]],
  "gap_ev": 8.65,
  "mol_weight_da": 75.1,
  "e_homo_ha": -0.507,
  "charge": 1
}

=====

Least stable: b

=====

a | {
  "formula": "C3H11N2",
  "method": "ωB97M-V with the def2-TZVPD basis set",
  "species": ["N", "N", "C", "C", "C", "H", "H", "H", "H", "H", "H", "H", "H", "H", "H", "H"],
  "positions_angstrom": [[-1.518, -0.185, -0.901], [0.773, -0.807, 1.466], [0.515, 0.910, -0.460], [-0.140, -0.096, -1.322], [-0.036, 0.665, 0.995], [-1.803, -1.097, -0.659], [-0.324, 0.076, -2.360], [0.366, -1.776, 1.509], [-2.180, 0.212, -1.695], [-1.146, 0.567, 1.099], [1.613, 0.870, -0.425], [1.419, -0.822, 0.668], [0.355, 1.462, 1.675], [0.234, 2.018, -0.588], [1.325, -0.934, 2.320], [0.548, -1.062, -1.322]],
  "gap_ev": 9.82,
  "mol_weight_da": 75.1,
  "e_homo_ha": -0.498,
  "charge": 1
}

=====

b | {
  "formula": "C3H11N2",
  "method": "ωB97M-V with the def2-TZVPD basis set",
  "species": ["N", "N", "C", "C", "C", "H", "H", "H", "H", "H", "H", "H", "H", "H", "H", "H"],
  "positions_angstrom": [[-0.379, 1.236, -1.479], [-0.380, -0.865, 0.366], [0.337, 2.229, -1.805], [-0.704, -0.344, 1.722], [0.963, -1.532, 0.275], [-1.080, -1.536, 0.057], [-0.605, -1.165, 2.426], [1.397, 2.172, -1.569], [-0.043, 3.121, -2.297], [-0.346, -0.147, -0.424], [1.705, -0.761, 0.061], [-1.349, 1.354, -1.777], [-1.739, -0.014, 1.716], [0.967, -2.321, -0.464], [1.260, -1.886, 1.262], [-0.005, 0.459, 1.931]],
  "gap_ev": 12.13,
  "mol_weight_da": 75.1,
  "e_homo_ha": -0.552,
  "charge": 1
}

=====

Least stable: a

=====

a | {
  "formula": "C3H10N2",
  "method": "ωB97M-V with the def2-TZVPD basis set",
  "species": ["N", "N", "C", "C", "C", "H", "H", "H", "H", "H", "H", "H", "H", "H", "H"],
  "positions_angstrom": [[2.762, -1.334, -0.436], [0.436, -1.359, -0.919], [1.675, -0.787, -0.794], [-2.801, 1.580, 1.121], [-1.291, 1.653, 0.910], [-3.218, 2.502, 1.521], [-0.994, 1.436, -0.119], [2.638, -2.331, -0.262], [-0.755, 0.948, 1.540], [-3.320, 1.415, 0.174], [-0.314, -0.893, -1.397], [-0.878, 2.621, 1.185], [1.694, 0.274, -1.010], [-3.065, 0.742, 1.763], [0.350, -2.353, -0.797]],
  "gap_ev": 10.27,
  "mol_weight_da": 74.1,
  "e_homo_ha": -0.345,
  "charge": 0
}

=====

b | {
  "formula": "C3H10N2",
  "method": "ωB97M-V with the def2-TZVPD basis set",
  "species": ["N", "N", "C", "C", "C", "H", "H", "H", "H", "H", "H", "H", "H", "H", "H"],
  "positions_angstrom": [[-0.212, -3.378, -5.153], [-0.908, -1.183, -5.348], [-0.128, 2.075, 4.113], [-0.293, -2.241, -5.843], [0.491, 2.156, 5.523], [-0.883, -3.529, -4.464], [0.485, -2.110, -6.581], [1.388, 1.585, 5.516], [0.652, 2.358, 3.310], [-1.080, 2.699, 3.900], [-0.177, 1.774, 6.387], [-0.708, -0.520, -6.120], [0.693, -3.704, -4.991], [0.826, 3.100, 5.873], [-0.146, 0.918, 3.878]],
  "gap_ev": 10.38,
  "mol_weight_da": 74.1,
  "e_homo_ha": -0.342,
  "charge": 0
}

=====

c | {
  "formula": "C3H10N2",
  "method": "ωB97M-V with the def2-TZVPD basis set",
  "species": ["N", "N", "C", "C", "C", "H", "H", "H", "H", "H", "H", "H", "H", "H", "H"],
  "positions_angstrom": [[1.045, 0.245, 1.368], [2.831, 0.179, -0.128], [2.542, 0.158, 1.332], [-2.786, -0.435, -0.882], [-3.806, -0.294, -1.705], [-3.909, 0.276, -2.606], [2.838, -0.761, 1.847], [0.559, -0.605, 1.113], [0.705, 0.936, 0.716], [3.115, 0.909, 1.899], [-1.723, -0.151, -0.921], [-4.756, -0.448, -1.110], [2.540, 1.030, -0.575], [3.708, -0.180, -0.460], [-2.903, -0.859, 0.110]],
  "gap_ev": 9.94,
  "mol_weight_da": 74.1,
  "e_homo_ha": -0.326,
  "charge": 0
}

=====

d | {
  "formula": "C3H10N2",
  "method": "ωB97M-V with the def2-TZVPD basis set",
  "species": ["N", "N", "C", "C", "C", "H", "H", "H", "H", "H", "H", "H", "H", "H", "H"],
  "positions_angstrom": [[-2.368, 1.036, 0.026], [1.145, 0.757, 0.981], [1.592, 0.312, -0.359], [-3.072, -0.019, -0.055], [1.850, -1.183, -0.355], [-3.272, -0.517, -1.001], [0.984, -1.836, -0.236], [2.577, 0.750, -0.464], [0.852, 1.733, 0.925], [2.113, -1.380, -1.400], [2.662, -1.605, 0.229], [-3.426, -0.478, 0.874], [-2.740, 1.533, 0.841], [0.878, 0.552, -1.143], [0.224, 0.345, 1.136]],
  "gap_ev": 10.29,
  "mol_weight_da": 74.1,
  "e_homo_ha": -0.344,
  "charge": 0
}

=====

Least stable: c